[1]
This record from the OMol25 dataset describes a structure of composition C4H10O3S2. The level of theory is ωB97M-V/def2-TZVPD.

Its electronic energy is -1180.327161 hartree. For the HOMO-LUMO gap, the calculation gives 9.4 eV. The LUMO energy is 0.28 eV. The HOMO energy is -0.336 Ha.

XYZ file:
```
19
Properties=species:S:1:pos:R:3:forces:R:3:lowdin_charge:R:1
C -0.580219 1.150309 0.172815 0.58 -2.59 -0.70 -0.341
C 2.150097 0.915846 0.875701 -1.22 2.15 -0.76 -0.157
C 1.658003 -0.666112 -1.472319 -1.56 -3.52 3.84 -0.089
C -2.598297 -0.667370 1.014299 0.00 -1.22 -2.76 -0.132
O 0.551156 -1.180322 0.953713 -0.22 -0.04 -0.32 -0.393
O -2.879677 0.778902 -1.106007 0.32 0.16 0.50 -0.356
O -1.194272 -0.902852 -1.371027 0.83 -2.07 -0.46 -0.368
S 0.785061 -0.034203 0.087005 1.53 1.43 0.98 0.788
S -1.813382 0.015723 -0.476749 -2.67 2.93 0.67 0.497
H -0.586738 1.925206 -0.592373 0.57 0.20 -0.04 0.035
H 2.276902 0.611461 1.872543 -0.81 -0.72 1.54 0.041
H 3.124389 0.697189 0.515085 0.70 0.06 -1.26 0.040
H 1.894414 2.037703 0.926834 0.46 -1.78 -0.50 0.100
H 1.081792 -1.493515 -1.901740 -0.15 0.43 0.35 0.071
H 1.703196 0.096236 -2.093997 0.69 3.60 -2.97 0.006
H 2.572717 -1.077317 -1.062632 0.35 0.33 -0.15 0.064
H -3.360568 -1.396552 0.511515 1.35 1.10 1.68 0.116
H -1.794253 -0.995213 1.639817 0.18 -1.17 0.24 0.033
H -2.990323 0.184881 1.507516 -0.94 0.74 0.12 0.046
```
Positions in Å, forces in eV/Å.



[2]
This record from the OMol25 dataset describes a cluster of 2 separate species, C4H12 in total. The level of theory is ωB97M-V/def2-TZVPD.

Its electronic energy is -159.555955 hartree. For the HOMO-LUMO gap, the calculation gives 12.5 eV. As for the SMILES: CC.CC. The LUMO energy is 1.12 eV. The HOMO energy is -0.419 Ha.

XYZ file:
```
16
Properties=species:S:1:pos:R:3:forces:R:3:lowdin_charge:R:1
C -0.111606 -0.234217 -2.384218 -2.01 -0.01 -0.38 -0.163
C -1.052058 -1.227691 -1.704332 2.72 -3.29 -1.14 -0.157
H -0.189667 0.747528 -1.984832 -0.17 0.89 0.52 0.048
H 0.876531 -0.498157 -2.333652 2.55 -0.94 0.60 0.028
H -0.246620 -0.141022 -3.450199 -0.66 -0.02 -0.44 0.060
H -1.259690 -2.156160 -2.398966 0.62 1.61 1.41 0.102
H -1.973242 -0.879856 -1.472848 -2.91 1.54 0.49 0.004
H -0.643700 -1.602560 -0.724624 -0.14 0.23 -1.03 0.072
C 0.649970 1.057881 1.366045 -1.43 -0.25 -0.29 -0.189
C 0.498142 0.419519 2.738219 0.83 1.72 1.04 -0.177
H 1.277272 0.430095 0.803064 0.20 -1.35 -1.40 0.033
H -0.397211 1.161998 0.964559 1.28 -0.08 -0.25 0.082
H 1.206262 1.979842 1.201707 -0.40 0.53 1.08 0.064
H 0.099542 -0.588161 2.757262 -0.42 0.03 -0.42 0.057
H 1.483452 0.327454 3.231550 -0.42 0.24 0.00 0.066
H -0.139618 1.126047 3.312694 0.36 -0.86 0.21 0.070
```
Positions in Å, forces in eV/Å.



[3]
This record from the OMol25 dataset describes a cluster of 2 separate species, C35H37F5N3O in total. The level of theory is ωB97M-V/def2-TZVPD.

Its electronic energy is -2094.455566 hartree. For the HOMO-LUMO gap, the calculation gives 4.1 eV. The net charge is +1. The LUMO energy is -4.82 eV. The HOMO energy is -0.328 Ha.

XYZ file:
```
81
Properties=species:S:1:pos:R:3:forces:R:3:lowdin_charge:R:1
C -2.046743 3.478508 4.433891 -0.12 -0.18 0.66 0.002
N -1.450709 3.199487 3.151081 -0.40 0.45 -0.66 -0.035
C -1.942181 3.698825 1.980033 -0.89 0.08 -0.15 -0.364
O -2.981533 4.325684 1.823418 1.48 -0.52 0.17 0.111
C -0.959333 3.273401 0.871117 -1.07 -0.13 -0.12 -0.138
C -0.159533 4.443197 0.292417 0.46 -0.01 0.31 -0.045
C -1.062919 5.461012 -0.335319 -0.44 0.42 -0.36 -0.086
C -1.439699 6.619906 0.344394 -0.02 -0.10 0.42 -0.138
F -0.979850 6.821115 1.607105 -0.19 -0.06 -0.86 0.099
C -2.350004 7.529353 -0.181105 -0.27 0.38 0.29 -0.108
F -2.742546 8.597428 0.540135 0.34 -0.70 -0.51 0.127
C -2.915033 7.295522 -1.434133 -0.24 0.22 -0.03 -0.103
F -3.835966 8.138738 -1.932441 0.75 -0.61 0.35 0.137
C -2.555803 6.150723 -2.140494 -0.25 -0.12 -0.47 -0.112
F -3.131120 5.895063 -3.332632 0.42 0.14 0.77 0.122
C -1.646217 5.255597 -1.587038 -0.19 -0.30 0.07 -0.127
F -1.412021 4.083882 -2.243133 0.06 0.74 0.35 0.089
N -0.168290 2.243789 1.556588 1.63 -0.93 -1.22 0.062
C 0.679142 1.447477 0.881126 -1.20 1.27 0.30 0.031
C 1.488047 0.477204 1.462339 1.05 -1.27 0.43 -0.062
C 2.256813 -0.454118 0.768925 -0.08 1.66 0.40 0.062
C 3.263516 -1.262476 1.404721 0.76 -0.52 0.71 -0.202
C 4.320990 -1.816144 0.640560 -0.45 0.02 -0.20 -0.011
C 5.274655 -2.645839 1.220327 0.15 0.10 0.35 -0.060
C 5.254072 -2.894553 2.601656 -0.26 0.10 -0.63 -0.036
C 4.281384 -2.277511 3.392688 -0.33 0.32 0.01 -0.058
C 3.305545 -1.465496 2.817236 0.25 -0.08 -0.44 -0.007
C -0.372334 2.238605 3.020722 -0.02 0.01 1.16 -0.462
C 0.843266 2.729681 3.817100 0.25 0.28 -0.26 0.015
C -0.808170 0.886635 3.606837 -0.29 -0.22 -0.32 0.013
H -2.786756 4.283324 4.346653 0.29 -0.30 -0.16 0.111
H -2.529459 2.577278 4.839595 -0.06 0.33 -0.11 0.099
H -1.262757 3.775538 5.143858 -0.28 0.09 -0.16 0.097
H -1.529321 2.821659 0.042681 0.12 -0.01 0.38 0.174
H 0.424411 4.917996 1.090443 -0.04 -0.10 -0.21 0.136
H 0.530999 4.041623 -0.458872 -0.05 0.15 0.11 0.130
H 0.766416 1.665157 -0.196384 -0.35 -0.33 0.47 0.164
H 1.595803 0.486102 2.550894 -0.12 -0.03 -0.68 0.070
H 2.194603 -0.474318 -0.320351 0.02 -0.13 0.14 0.136
H 4.392453 -1.555848 -0.421957 -0.15 -0.40 0.32 0.127
H 6.048399 -3.100284 0.599358 -0.26 0.21 0.17 0.116
H 5.986574 -3.569381 3.048960 -0.21 0.28 -0.13 0.119
H 4.288101 -2.422594 4.472687 -0.03 0.02 -0.28 0.114
H 2.588207 -0.953408 3.457572 0.08 -0.39 -0.08 0.104
H 1.075573 3.768505 3.548180 0.03 -0.26 0.07 0.105
H 0.605333 2.686611 4.889258 0.16 0.01 -0.39 0.095
H 1.719868 2.103752 3.629479 -0.09 0.20 0.16 0.081
H -1.761178 0.562528 3.169187 0.22 0.04 0.08 0.111
H -0.058632 0.113057 3.430350 -0.25 0.08 0.13 0.071
H -0.936907 0.991165 4.693955 0.05 -0.02 -0.42 0.097
C 4.521915 -4.473487 -1.889030 -0.16 0.24 0.22 -0.115
C 3.753963 -4.870654 -0.784765 0.31 0.03 -0.40 -0.118
C 2.398292 -4.579557 -0.723283 -0.17 0.36 -0.31 -0.058
C 1.759138 -3.841618 -1.750477 1.01 0.04 -0.18 -0.256
C 0.350985 -3.538708 -1.651132 -1.62 0.37 -0.77 -0.079
C -0.419248 -3.076927 -2.715917 1.27 -0.36 1.13 -0.098
N -1.733776 -3.287348 -2.942272 -0.51 0.70 0.02 -0.124
C -2.314964 -2.670004 -4.144503 0.14 -0.24 -0.16 -0.160
C -3.799830 -2.359074 -4.018107 0.04 0.10 0.17 -0.189
C -4.591933 -3.552743 -3.491311 0.07 0.00 -0.15 -0.206
C -3.981855 -4.074333 -2.192201 0.06 0.24 0.16 -0.182
C -2.475548 -4.358438 -2.282884 -0.26 -0.34 -0.03 -0.146
C 2.531809 -3.501634 -2.891356 0.08 -0.18 0.56 -0.050
C 3.895079 -3.783349 -2.936296 0.03 -0.16 0.16 -0.096
H 5.596705 -4.685964 -1.925440 -0.49 0.03 -0.04 0.102
H 4.233237 -5.412879 0.030534 -0.17 0.04 -0.19 0.104
H 1.797425 -4.956430 0.104844 0.14 0.21 -0.08 0.109
H -0.143915 -3.813262 -0.715139 0.06 -0.43 -0.46 0.091
H 0.073818 -2.455501 -3.478212 -0.21 -0.59 0.05 0.115
H -1.754136 -1.748361 -4.329398 -0.13 -0.16 -0.06 0.117
H -2.166000 -3.328537 -5.018673 0.02 0.02 0.20 0.132
H -3.929378 -1.508094 -3.339954 -0.02 -0.05 -0.01 0.115
H -4.172603 -2.052710 -5.000805 0.05 0.00 0.13 0.116
H -5.629704 -3.247215 -3.315531 0.14 -0.14 -0.04 0.113
H -4.616084 -4.344129 -4.252941 0.05 0.06 0.12 0.118
H -4.146272 -3.326327 -1.407417 -0.03 -0.06 -0.04 0.114
H -4.499881 -4.990506 -1.888484 0.17 0.12 0.06 0.115
H -2.348952 -5.317944 -2.823453 0.22 0.34 0.01 0.137
H -2.067371 -4.499714 -1.276039 -0.15 0.00 -0.32 0.109
H 2.035697 -3.054363 -3.750570 0.27 0.02 0.16 0.096
H 4.484233 -3.483351 -3.803454 -0.19 -0.11 0.15 0.103
```
Positions in Å, forces in eV/Å.



Quick rundown of largest force on an atom, same order as above: 0.106, 0.086, 0.043 Eh/bohr